[1]
Entry from OMol25: C27H27N5O7V as an isolated structure at a distorted geometry (wB97M-V/def2-TZVPD).

XYZ file:
```
67
Properties=species:S:1:pos:R:3:forces:R:3
V -1.4740 -1.7144 0.2618 -0.486 -2.187 1.738
C 5.6169 4.9041 0.1207 0.236 0.100 -0.089
O 4.4948 4.4693 0.8641 -0.236 0.193 -0.021
C 4.5874 3.3948 1.6557 -0.018 -0.683 0.412
C 3.3912 3.0047 2.2911 0.159 0.285 -0.291
C 3.3301 1.8653 3.0468 0.471 -0.191 0.137
C 4.4884 1.0817 3.2277 -0.610 1.409 -1.320
C 5.7050 1.5294 2.6883 -0.670 -0.489 0.320
C 5.7509 2.6461 1.8850 -0.201 0.646 -0.377
N 4.5165 -0.1138 3.8830 1.680 -0.118 1.162
N 3.6262 -0.9250 4.0871 1.049 -1.576 1.269
C 2.4382 -1.2047 3.5134 -2.098 0.174 -0.912
C 1.4941 -1.8620 4.3176 1.114 0.748 -0.312
C 0.2555 -2.2549 3.8511 -0.962 0.091 -1.346
C -0.0990 -2.0033 2.5223 2.244 0.569 1.791
O -1.2037 -2.3649 1.9417 -1.539 -1.342 0.105
C 0.8210 -1.3013 1.6965 0.110 -0.377 0.890
N 0.3337 -1.0377 0.4539 2.180 1.010 -0.236
C 1.1571 -0.4402 -0.3989 0.124 -0.114 -0.147
C 2.4945 -0.1989 -0.1042 0.283 0.032 0.167
C 3.0040 -0.4893 1.1445 -0.362 -0.055 -0.387
C 2.1272 -0.9710 2.1266 -0.409 -0.245 0.459
H 5.2658 5.7546 -0.4611 0.073 -0.098 0.018
H 5.9817 4.1222 -0.5529 -0.056 0.023 0.059
H 6.4305 5.2324 0.7724 -0.037 -0.049 0.027
H 2.5098 3.6065 2.1340 -0.063 0.145 -0.002
H 2.4026 1.5791 3.5241 -0.042 -0.045 -0.024
H 6.5946 0.9444 2.8649 0.063 -0.072 0.069
H 6.6901 2.9340 1.4399 0.066 0.083 -0.042
H 1.7544 -2.0419 5.3493 0.140 -0.029 0.053
H -0.4474 -2.7445 4.5077 -0.053 -0.117 0.004
H 0.7817 -0.1896 -1.3820 -0.057 -0.025 0.039
H 3.1344 0.2045 -0.8709 0.043 0.067 -0.109
H 4.0573 -0.3734 1.3389 0.043 0.104 0.042
C -4.8564 -1.4177 1.8025 0.337 0.070 -0.103
C -4.3778 -1.7073 0.3834 -0.963 0.503 -0.361
C -5.4939 -2.1181 -0.5689 0.431 0.089 0.166
O -3.3921 -2.7570 0.3910 0.589 -0.298 0.339
C -3.5804 -0.4982 -0.1542 -2.367 0.170 -1.088
O -3.9259 0.1402 -1.1266 -0.185 -0.059 0.328
O -2.4778 -0.2860 0.4782 0.153 2.282 0.737
H -5.3112 -2.3077 2.2394 -0.065 -0.030 -0.031
H -5.5946 -0.6191 1.7940 -0.073 -0.005 -0.011
H -4.0150 -1.0982 2.4241 -0.095 -0.075 -0.007
H -5.9138 -3.0647 -0.2368 -0.100 -0.025 0.046
H -5.0832 -2.2469 -1.5695 -0.080 -0.004 -0.032
H -6.2695 -1.3608 -0.6026 -0.084 0.069 -0.022
H -3.4643 -3.2264 1.2395 0.228 0.006 -0.225
O -2.0688 3.4561 -4.3717 0.478 0.330 -0.057
C -3.2015 2.6686 -4.2778 -0.221 -0.166 -0.286
N -2.8925 1.3487 -3.7356 -0.168 0.140 0.068
C -1.9832 0.5806 -4.3561 -0.323 -0.005 0.412
O -1.3906 0.8954 -5.3697 0.100 -0.080 -0.343
C -1.7287 -0.7368 -3.6772 0.293 -0.178 0.073
C -1.6524 -1.9211 -4.4055 0.055 0.183 0.447
C -1.3862 -3.0962 -3.7173 0.034 0.097 0.078
C -1.2141 -3.0482 -2.3434 0.057 -0.617 -0.259
N -1.2645 -1.9101 -1.6421 0.075 -0.601 -2.573
C -1.4904 -0.7747 -2.3138 -0.020 0.510 -0.523
H -1.4890 3.0655 -5.0436 -0.151 0.065 0.082
H -3.6778 2.5321 -5.2608 0.057 0.046 0.212
H -3.8913 3.1673 -3.5963 0.011 -0.146 -0.079
H -3.3465 1.0426 -2.8855 0.054 -0.075 0.022
H -1.7881 -1.8982 -5.4755 -0.016 -0.032 -0.118
H -1.3137 -4.0378 -4.2409 0.010 -0.053 0.072
H -1.0089 -3.9547 -1.7795 -0.104 0.091 -0.062
H -1.4703 0.1457 -1.7389 -0.123 -0.069 -0.051
```
Positions in Å, forces in eV/Å.

* electronic energy: -75902.7999 eV
* E_LUMO (spin up / spin down): -3.83 / -3.83 eV
* relative energy (zero: lowest compared OMol25 entry of this formula, charge and spin): 0.219 eV
* charge: +1
* multiplicity: 3
* Kohn-Sham gap (spin up / spin down): 5.713 / 5.719 eV


[2]
Entry from OMol25: an isolated ion of composition C27H27O5 and charge -1 at a distorted geometry (wB97M-V/def2-TZVPD).

XYZ file:
```
59
Properties=species:S:1:pos:R:3:forces:R:3
C -4.1633 3.4681 -0.6994 0.045 0.575 -0.061
C -3.8931 2.1407 -0.0407 0.467 -0.237 -0.149
O -2.5311 1.7594 -0.3963 -0.430 -0.117 0.404
C -1.7812 1.2567 0.6222 -0.364 -0.564 2.005
O -2.2633 0.9973 1.7099 0.691 1.673 -1.087
C -0.3211 1.0039 0.1710 -0.832 2.971 1.595
C -0.3126 -0.3706 -0.4003 0.224 -3.592 -0.408
C 0.7434 -1.3476 0.2220 0.694 -0.931 -0.351
C 0.6433 -2.2066 1.4094 -0.546 0.438 -0.621
O -0.2928 -2.5450 2.1369 0.571 0.125 0.193
C 2.0086 -2.7686 1.6400 0.668 -0.194 0.055
C 2.5246 -3.3437 2.7934 -0.254 0.137 -0.439
C 3.8993 -3.5887 2.8303 0.540 0.248 -0.532
C 4.7180 -3.2522 1.7262 -0.323 -0.169 0.664
C 4.1615 -2.7253 0.5527 -0.356 -0.145 -0.145
C 2.7870 -2.5215 0.5146 0.680 -0.409 0.511
C 1.8919 -1.9292 -0.5294 -1.645 1.042 0.135
O 2.0749 -1.9647 -1.7529 0.257 0.145 0.589
C -1.6531 -1.1088 -0.1584 0.719 -0.107 -0.853
C -2.2568 -1.3130 1.0841 -0.528 -0.431 0.613
C -3.5524 -1.8274 1.1598 0.613 -0.214 -0.493
C -4.1096 -2.3930 0.0164 -0.047 -0.221 0.017
C -3.4239 -2.3496 -1.1893 0.020 -0.003 -0.422
C -2.2152 -1.6723 -1.2828 -0.451 0.268 -0.003
C -0.0348 2.4550 -0.4358 0.096 0.337 0.077
C 0.0174 2.7920 -1.9097 0.050 0.221 -0.559
C 1.2374 2.2324 -2.6384 0.421 0.046 0.038
C 2.4937 2.1210 -1.7400 0.070 -0.053 -0.350
C 2.4972 0.9143 -0.7945 0.426 -0.277 -0.541
C 2.2145 1.0353 0.7051 -0.227 -0.145 0.564
C 0.7577 0.8882 1.2685 -0.106 0.193 0.397
O 0.5225 0.7319 2.4444 0.549 0.353 -0.554
H -5.2119 3.7545 -0.5650 0.072 -0.103 -0.076
H -3.5620 4.2452 -0.2055 -0.070 -0.146 -0.223
H -3.9239 3.4799 -1.7726 -0.103 -0.138 0.312
H -3.9447 2.2409 1.0477 -0.116 -0.239 -0.250
H -4.5767 1.3535 -0.3856 0.250 0.105 0.146
H -0.0665 -0.3343 -1.4647 -0.427 -0.236 -0.112
H 1.8520 -3.5728 3.6227 0.275 0.131 -0.177
H 4.3474 -3.9959 3.7379 -0.027 0.053 -0.278
H 5.7995 -3.3943 1.8007 -0.340 0.002 -0.035
H 4.7742 -2.4668 -0.3101 -0.058 -0.141 0.168
H -1.7372 -1.1484 2.0254 -0.305 0.519 -0.669
H -4.0850 -1.8207 2.1102 0.225 -0.255 -0.163
H -5.0217 -2.9715 0.0936 -0.236 0.219 -0.091
H -3.8172 -2.8008 -2.0908 -0.213 -0.154 0.075
H -1.6767 -1.5241 -2.2170 -0.326 -0.278 -0.037
H -0.8233 3.1087 -0.0166 0.547 -0.317 -0.087
H 0.8887 2.8390 0.0141 -0.153 -0.200 -0.093
H 0.0831 3.8914 -2.0101 -0.130 -0.252 0.328
H -0.9160 2.5186 -2.4138 0.116 -0.127 0.068
H 1.4995 2.8947 -3.4741 -0.185 -0.081 0.022
H 0.9947 1.2631 -3.0904 0.259 -0.035 0.203
H 2.6565 3.0399 -1.1677 0.033 0.195 -0.221
H 3.3569 1.9855 -2.4166 -0.282 0.253 0.256
H 3.4973 0.4487 -0.8916 -0.407 0.174 0.223
H 1.8511 0.1966 -1.2823 0.029 -0.116 0.224
H 2.6108 1.9859 1.0965 -0.004 -0.171 0.034
H 2.7627 0.2150 1.1863 -0.116 0.376 0.167
```
Positions in Å, forces in eV/Å.

* electronic energy: -38674.0704 eV
* E_LUMO: 2.81 eV
* SMILES string: CCOC(=O)[C@@]1([C@@H](C2=C([O-])c3ccccc3C2=O)c2ccccc2)CCCCCCC1=O
* charge: -1
* Kohn-Sham gap: 6.646 eV


The lowest electronic energy belongs to which entry?
C27H27N5O7V


Number 2 is which compound?
C27H27O5


Which of these has the highest electronic energy?
C27H27O5